{"formula": "C2H3O2Tl", "method": "the ωB97M-V functional and the def2-TZVPD basis", "multiplicity": 1, "total_energy_ev": -10906.5824, "relative_energy_kcal_mol": 22.2, "lumo_ev": -0.637, "symbols": ["H", "C", "O", "Tl", "O", "C", "H", "H"], "xyz": [[-0.55626, -1.37768, 0.25650], [0.59593, -1.00714, -0.14851], [1.76531, -1.14816, 0.20266], [2.32068, 1.04078, -0.25214], [0.16917, 0.25433, -0.28994], [-1.30065, 0.31316, 0.01603], [-1.35316, 0.88569, 0.95904], [-1.64101, 1.03901, -0.74365]], "atomic_forces_ev_per_a": [[1.238, -0.586, -1.380], [-2.644, 0.136, 3.381], [0.282, -1.389, -0.804], [1.546, 1.608, -0.087], [-0.274, 0.310, -1.192], [-0.049, 0.808, 0.056], [0.184, -0.384, 0.001], [-0.283, -0.502, 0.026]]}

{"formula": "C40H46BrCrGe2N5O10", "method": "the ωB97M-V functional and the def2-TZVPD basis", "multiplicity": 4, "total_energy_ev": -281639.4586, "relative_energy_kcal_mol": 12.7, "lumo_ev": [-3.438, -3.352], "total_charge": 1, "s2": 3.781, "symbols": ["Cr", "C", "O", "C", "C", "C", "Br", "C", "C", "C", "O", "C", "N", "C", "C", "C", "C", "C", "C", "N", "H", "H", "H", "H", "H", "H", "H", "H", "H", "H", "H", "C", "C", "Ge", "C", "C", "C", "C", "Ge", "C", "C", "C", "C", "C", "C", "C", "C", "C", "C", "H", "H", "H", "H", "H", "H", "H", "H", "H", "H", "H", "H", "H", "H", "H", "H", "H", "H", "H", "H", "H", "H", "H", "H", "H", "H", "N", "C", "C", "C", "O", "O", "H", "H", "H", "H", "H", "H", "O", "C", "O", "C", "C", "C", "C", "C", "C", "N", "O", "O", "N", "O", "O", "H", "H", "H"], "xyz": [[0.36215, 0.14730, 0.25868], [1.15989, -1.08014, 3.34633], [0.08413, -0.93426, 2.40726], [-1.14887, -0.64539, 2.88659], [-1.57014, -0.80990, 4.18169], [-2.90267, -0.52475, 4.50214], [-3.47994, -0.75944, 6.28102], [-3.78675, -0.10024, 3.54960], [-3.34450, 0.09420, 2.22655], [-2.01135, -0.14937, 1.88951], [-1.52943, 0.05637, 0.66795], [-4.27518, 0.50948, 1.20428], [-4.02062, 0.54550, -0.10463], [-5.16163, 0.92798, -0.80258], [-5.40817, 1.09691, -2.15797], [-6.68266, 1.50188, -2.50612], [-7.67112, 1.73343, -1.53982], [-7.42316, 1.56563, -0.19053], [-6.14393, 1.15501, 0.15490], [-5.54782, 0.88917, 1.38751], [1.01747, -1.98777, 3.93405], [1.20971, -0.19765, 3.98274], [2.06401, -1.16548, 2.75408], [-0.89740, -1.15796, 4.95125], [-4.81870, 0.07142, 3.82470], [-3.10788, 0.27575, -0.45624], [-4.64364, 0.91383, -2.90033], [-6.92440, 1.64302, -3.55086], [-8.65450, 2.05025, -1.85981], [-8.18894, 1.74377, 0.55229], [-5.99612, 0.96994, 2.28500], [-2.86814, -4.35056, -0.38500], [-2.44946, -2.87671, -0.37247], [-0.49739, -2.74368, -0.65913], [0.42275, -3.50898, 0.89614], [0.92849, -4.91135, 0.54718], [-0.03400, -3.61715, -2.33849], [0.24896, -2.70198, -3.29012], [0.02748, -0.93538, -2.44169], [1.65107, 0.16885, -2.73531], [1.78329, 0.80797, -4.11939], [-1.70346, -0.07114, -2.98575], [-1.98268, 0.10730, -4.47958], [0.69715, -3.02189, -4.66329], [1.37012, -4.21901, -4.92493], [1.77966, -4.53522, -6.20870], [1.53043, -3.66036, -7.25919], [0.88041, -2.46154, -7.01236], [0.47674, -2.14593, -5.72338], [-3.93997, -4.46353, -0.21303], [-2.35231, -4.91802, 0.39306], [-2.63612, -4.81774, -1.34419], [-2.69363, -2.42219, 0.59206], [-2.99256, -2.33294, -1.14840], [-0.29788, -3.53271, 1.71612], [1.26026, -2.87709, 1.17847], [0.12985, -5.57001, 0.19838], [1.38093, -5.37805, 1.42353], [1.69328, -4.86090, -0.22876], [0.01584, -4.69111, -2.50969], [2.47153, -0.52961, -2.56625], [1.76214, 0.93542, -1.96372], [1.89118, 0.05586, -4.89790], [2.67157, 1.44231, -4.14557], [0.92718, 1.43679, -4.37586], [-1.83213, 0.88699, -2.47670], [-2.46485, -0.73318, -2.56207], [-1.23994, 0.74326, -4.96312], [-2.95735, 0.57264, -4.64487], [-1.98952, -0.85284, -4.99469], [1.59961, -4.89606, -4.11151], [2.30655, -5.46285, -6.38996], [1.85420, -3.90828, -8.26156], [0.69195, -1.76846, -7.82225], [-0.01905, -1.20116, -5.53540], [-0.21582, 1.91195, -0.72808], [0.56053, 3.13067, -0.34311], [0.28027, 3.48255, 1.09931], [0.53569, 2.31498, 2.03906], [0.17530, 2.32223, 3.18891], [1.19224, 1.29854, 1.48717], [-0.22218, 1.83380, -1.73980], [-1.18703, 2.02943, -0.44438], [0.28953, 3.95730, -1.00028], [1.61706, 2.91952, -0.48239], [-0.74622, 3.82538, 1.24744], [0.93352, 4.29998, 1.40960], [3.46375, -2.45864, 0.04088], [3.19590, -1.28132, -0.02415], [1.98486, -0.80327, 0.11281], [4.27340, -0.24914, -0.21258], [5.52812, -0.66368, -0.63918], [6.51230, 0.28791, -0.82566], [6.30653, 1.63329, -0.58852], [5.04816, 2.00142, -0.15537], [4.02870, 1.09037, 0.04030], [4.77403, 3.42871, 0.09772], [5.69451, 4.20138, 0.01241], [3.62290, 3.73756, 0.34732], [7.84494, -0.14415, -1.30339], [7.98118, -1.31747, -1.56223], [8.65693, 0.72419, -1.52674], [5.72448, -1.71046, -0.82234], [7.09279, 2.35762, -0.73811], [3.06658, 1.41636, 0.40995]], "atomic_forces_ev_per_a": [[0.273, -0.522, 0.473], [-0.042, -0.023, 0.050], [0.115, -0.015, -0.125], [-0.010, 0.009, -0.037], [-0.007, -0.017, 0.004], [-0.012, -0.010, 0.072], [-0.002, -0.004, -0.003], [-0.020, 0.036, -0.034], [-0.050, -0.011, 0.033], [0.033, -0.016, -0.112], [-0.168, 0.212, 0.083], [0.022, 0.027, 0.080], [0.014, -0.038, -0.093], [-0.030, 0.039, -0.034], [0.006, -0.015, 0.029], [0.016, -0.002, -0.027], [-0.020, 0.005, 0.002], [-0.008, 0.000, 0.004], [0.034, 0.018, 0.002], [-0.089, -0.017, 0.008], [-0.008, 0.000, -0.016], [-0.008, 0.024, -0.011], [0.006, 0.006, -0.031], [0.018, -0.002, -0.006], [0.024, -0.009, 0.020], [0.019, -0.059, 0.004], [0.006, 0.001, -0.009], [-0.006, 0.000, 0.020], [0.018, -0.006, 0.008], [0.016, -0.003, -0.008], [0.025, -0.010, -0.001], [0.062, -0.013, 0.004], [0.041, 0.037, 0.070], [-0.293, -0.068, -0.092], [0.139, 0.014, -0.078], [0.002, 0.018, 0.008], [0.137, 0.292, -0.153], [-0.122, -0.280, 0.315], [-0.173, -0.041, -0.392], [-0.045, 0.075, 0.012], [-0.007, 0.051, 0.068], [0.065, -0.117, 0.012], [0.020, 0.015, 0.020], [0.059, -0.022, 0.032], [0.011, 0.008, 0.035], [-0.006, 0.021, -0.026], [0.013, -0.033, 0.004], [-0.009, 0.010, 0.005], [-0.003, 0.080, 0.051], [0.013, 0.007, -0.005], [-0.012, 0.003, -0.010], [-0.014, -0.004, 0.019], [-0.016, 0.004, -0.038], [0.021, 0.046, 0.001], [-0.012, 0.014, 0.012], [-0.063, -0.075, 0.012], [0.007, 0.003, 0.002], [-0.003, -0.005, -0.007], [-0.010, 0.001, 0.016], [-0.013, 0.035, -0.069], [0.030, -0.020, -0.011], [0.040, -0.049, -0.028], [-0.024, -0.019, -0.027], [-0.010, -0.010, -0.059], [0.005, 0.003, 0.014], [0.015, 0.081, 0.038], [0.002, -0.039, 0.016], [-0.001, -0.020, -0.006], [-0.006, -0.010, -0.005], [-0.039, 0.027, 0.020], [-0.024, 0.014, 0.001], [-0.004, 0.002, -0.002], [-0.004, 0.004, 0.012], [-0.001, -0.003, 0.008], [0.054, -0.057, -0.052], [0.159, 0.030, -0.093], [-0.079, 0.006, -0.058], [0.091, -0.044, 0.070], [-0.040, -0.078, -0.006], [-0.004, -0.015, 0.042], [-0.148, 0.278, 0.120], [0.051, -0.067, -0.049], [0.007, 0.031, -0.017], [-0.031, 0.004, -0.027], [0.007, -0.012, -0.033], [-0.007, 0.012, 0.003], [-0.008, 0.014, -0.010], [-0.054, -0.044, -0.140], [-0.018, 0.133, 0.361], [-0.024, 0.133, -0.116], [0.007, -0.054, -0.132], [0.060, 0.004, -0.011], [0.013, -0.030, 0.299], [0.015, 0.032, 0.008], [0.030, -0.050, 0.039], [-0.047, 0.058, -0.041], [0.014, -0.085, -0.180], [0.139, 0.107, 0.049], [-0.138, 0.045, 0.102], [-0.392, 0.136, -0.910], [0.119, -0.228, 0.307], [0.228, 0.108, 0.317], [0.012, 0.007, -0.002], [0.000, -0.006, 0.004], [0.053, -0.009, 0.012]]}